Entry 1:
The following is a quantum chemistry calculation of the molecule CH3NO2S in a non-equilibrium geometry, from the OMol25 dataset.

Structure (XYZ):
```
8
Properties=species:S:1:pos:R:3:forces:R:3:nbo_charge:R:1
C 1.36733 0.13955 -0.09666 0.59 -0.28 -1.23 -0.262
N -0.87307 -0.26516 0.18829 -1.03 1.27 0.48 -0.398
O -3.23137 -0.82013 -0.08723 -0.40 0.48 -0.07 -0.843
O 0.22923 0.52130 0.63495 -2.41 0.27 0.39 -0.384
S -2.40705 0.32237 0.26134 3.52 -1.48 0.15 1.305
H 1.82517 -0.78829 0.27537 -0.11 0.30 0.23 0.183
H 2.11849 0.98652 -0.07303 -1.08 -0.95 -0.09 0.204
H 0.97127 -0.09615 -1.10302 0.93 0.40 0.13 0.195
```
Forces are in eV/Å.

## Properties
- Energy relative to the best compared isomer or geometry (same formula, charge and spin): 74.65 kcal per mole
- M: 93.11 g/mol
- DFT total energy: -17502.23291 eV
- HOMO: -0.352 Eh
- HOMO-LUMO gap: 8.513 eV

---

Entry 2:
The following is a quantum chemistry calculation of a structure of composition C2H3HgLiO2 in a non-equilibrium geometry, from the OMol25 dataset.

Structure (XYZ):
```
9
Properties=species:S:1:pos:R:3:forces:R:3:lowdin_spin:R:1
O -1.67348 -0.44051 -0.02909 2.77 1.69 -0.17 0.290
C -1.94296 0.46848 -0.99892 -5.28 -0.53 0.38 0.636
C 0.58641 0.56843 -1.06798 2.73 4.76 3.99 0.504
O 0.68431 1.52894 -0.20750 -1.49 -3.76 -2.79 0.326
Hg 0.31096 -1.94393 -0.27272 0.15 -0.60 0.17 0.031
H -3.04569 0.53126 -0.98724 -0.28 -0.15 -0.21 0.040
H -1.83505 1.28317 -1.73905 2.74 -0.43 0.66 0.059
H 1.67810 0.32757 -1.19538 -0.37 -0.79 -1.32 0.104
Li 0.04814 0.41364 1.29278 -0.99 -0.18 -0.72 0.010
```
Forces are in eV/Å.

## Properties
- Energy relative to the best compared isomer or geometry (same formula, charge and spin): 19.31 kcal per mole
- M: 266.57 g/mol
- DFT total energy: -10590.79525 eV
- <S²>: 2.008
- HOMO (spin up / spin down): -0.201 / -0.277 Eh
- 2S+1: 3
- HOMO-LUMO gap (spin up / spin down): 4.642 / 5.939 eV

---

Entry 3:
The following is a quantum chemistry calculation of a structure of composition C35H43N9STi in a non-equilibrium geometry, from the OMol25 dataset.

Structure (XYZ):
```
89
Properties=species:S:1:pos:R:3:forces:R:3:lowdin_spin:R:1
Ti -0.02265 0.08288 0.24560 0.93 0.45 0.09 1.748
C 2.55871 3.37581 3.06376 -0.02 0.07 0.03 0.000
C 2.75031 1.88793 3.07080 0.01 -0.06 0.04 0.000
C 2.01929 1.07305 3.93089 -0.01 0.00 0.00 0.000
C 2.13811 -0.30967 3.90073 0.03 -0.01 -0.04 0.001
C 1.35119 -1.17173 4.84925 -0.08 -0.06 0.07 0.000
C 3.02209 -0.88330 2.98724 0.00 -0.01 0.01 0.001
C 3.79053 -0.09238 2.14046 -0.01 0.05 0.03 0.000
C 4.76426 -0.69699 1.16906 0.04 -0.06 -0.08 0.000
C 3.64186 1.28875 2.19366 0.04 0.00 0.04 0.001
H 2.19169 3.70930 2.09131 -0.01 0.01 0.00 0.000
H 3.49799 3.89894 3.25076 0.02 -0.01 -0.01 0.000
H 1.84343 3.68384 3.82668 -0.01 0.00 0.00 0.000
H 1.33621 1.53285 4.63704 -0.02 0.00 0.00 0.000
H 0.66544 -1.83988 4.32107 0.00 0.00 -0.02 0.000
H 0.75601 -0.56577 5.53249 0.00 0.02 0.00 0.000
H 2.00469 -1.80279 5.45419 0.03 0.01 -0.02 0.000
H 3.15100 -1.96264 2.97380 -0.02 -0.01 -0.02 0.000
H 4.45626 -0.50173 0.13736 -0.01 0.01 0.00 0.000
H 4.85245 -1.77476 1.31126 -0.01 -0.01 0.01 0.000
H 5.75843 -0.26430 1.28763 0.00 0.02 0.01 0.000
H 4.21742 1.90825 1.51643 -0.01 0.02 -0.02 0.000
C -6.24471 -2.53713 -2.11327 -0.12 -0.06 0.00 0.000
C -5.06088 -1.69130 -1.74528 0.14 0.00 0.04 0.000
C -5.06744 -0.30928 -1.89596 -0.03 0.02 -0.02 0.001
C -3.97829 0.46204 -1.55699 0.03 0.05 -0.04 -0.001
C -2.76934 -0.07835 -1.06943 -0.13 -0.28 0.06 0.006
N -1.68633 0.68205 -0.74295 -0.08 -0.10 0.10 0.012
C -1.71735 2.08024 -0.90374 -0.06 0.06 0.01 0.008
C -1.85407 2.67258 -2.16017 0.08 -0.03 0.03 0.005
C -1.77539 4.04089 -2.33921 0.00 0.01 -0.04 0.001
C -1.53455 4.89438 -1.26960 0.01 -0.10 0.12 0.004
C -1.29200 6.35890 -1.46794 -0.03 0.11 -0.02 0.001
C -1.40342 4.32742 -0.01111 -0.02 -0.07 -0.21 0.000
C -1.50729 2.95634 0.17481 0.05 0.09 0.21 0.006
N -1.40350 2.49509 1.53367 -0.27 -0.31 -0.24 0.010
C -1.93629 3.08446 2.62087 -0.09 0.03 0.08 0.006
C -1.79912 2.21936 3.68541 0.03 0.06 -0.18 0.001
C -1.17669 1.09437 3.13583 0.08 -0.01 0.00 0.010
N -0.93694 1.26692 1.84315 0.16 0.26 0.04 0.017
C -2.78376 -1.49087 -0.89726 0.10 -0.24 0.08 0.002
C -3.91016 -2.24802 -1.21202 -0.13 0.15 -0.05 0.001
N -1.69361 -2.25322 -0.30734 -0.17 0.26 0.02 0.017
C -1.50591 -3.58519 -0.43469 -0.02 -0.09 -0.11 0.022
C -0.66333 -4.00524 0.57027 -0.06 0.14 -0.08 0.004
C -0.36692 -2.83442 1.27686 0.10 -0.05 0.01 0.030
N -0.96771 -1.78424 0.73714 -0.47 -0.12 -0.01 0.017
H -7.16247 -1.94922 -2.09845 0.00 0.01 0.00 0.000
H -6.37515 -3.36786 -1.41862 0.02 -0.02 0.01 0.000
H -6.14699 -2.96162 -3.11520 0.02 0.01 -0.01 0.000
H -5.95871 0.18239 -2.26880 -0.02 0.01 -0.01 0.000
H -4.04417 1.53479 -1.66556 0.00 0.01 0.00 0.000
H -1.99736 2.01841 -3.01160 -0.02 0.00 -0.01 0.000
H -1.86141 4.45450 -3.33685 0.00 -0.01 -0.02 0.000
H -1.71356 6.70970 -2.41010 0.01 -0.02 -0.01 0.000
H -0.21682 6.54909 -1.47808 0.02 -0.01 0.01 0.000
H -1.72785 6.94989 -0.66161 0.01 0.00 0.01 0.000
H -1.14567 4.95649 0.83030 0.01 0.02 0.03 0.000
H -2.40494 4.04958 2.54754 -0.01 0.01 0.01 0.001
H -2.11612 2.37827 4.69955 -0.01 0.00 0.03 0.000
H -0.87748 0.17423 3.61065 -0.01 0.01 0.01 0.001
H -3.90861 -3.30601 -0.98966 0.00 -0.04 0.00 0.000
H -1.99686 -4.13297 -1.21864 0.03 -0.06 0.01 0.001
H -0.31109 -5.00392 0.75534 0.00 -0.02 0.00 0.000
H 0.29255 -2.68195 2.11835 0.03 -0.05 -0.02 0.003
C 0.52528 -2.92409 -3.64994 -0.03 -0.05 -0.01 0.001
N 1.09401 -1.80721 -2.91871 0.12 0.03 0.11 0.005
C 0.38315 -0.55484 -3.10767 -0.05 0.00 -0.01 0.004
C 1.76108 -2.02498 -1.74206 -0.40 0.10 -0.01 0.010
N 1.53661 -1.28118 -0.69987 0.23 -0.04 0.06 0.004
N 2.63731 -3.08024 -1.74987 -0.04 -0.06 -0.04 0.004
C 3.42418 -3.41140 -2.92088 0.05 -0.02 -0.02 0.000
C 3.04830 -3.72538 -0.52568 0.03 0.00 0.09 0.001
H -0.56403 -2.92657 -3.52703 0.01 -0.02 -0.01 0.000
H 0.91656 -3.86638 -3.27558 -0.03 0.01 -0.02 0.000
H 0.74658 -2.84634 -4.71691 0.00 0.00 0.01 0.000
H 0.29890 -0.36916 -4.17968 0.01 0.02 0.00 0.000
H 0.92598 0.26620 -2.64394 0.00 0.01 -0.02 0.002
H -0.62765 -0.59358 -2.68317 0.05 -0.01 -0.03 0.001
H 2.26753 -1.43924 -0.00920 -0.02 0.09 0.05 0.000
H 3.21677 -2.70607 -3.72025 0.00 0.00 0.00 0.000
H 3.21168 -4.42387 -3.27768 0.01 0.00 0.01 0.000
H 4.48925 -3.35382 -2.67652 -0.02 0.00 -0.01 0.000
H 4.03693 -3.39013 -0.19584 0.00 0.01 0.02 0.000
H 3.09244 -4.80609 -0.68212 0.02 0.01 -0.03 0.000
H 2.32402 -3.53253 0.26422 0.00 0.00 -0.03 0.000
S 1.86061 1.77362 -0.59359 -0.05 0.39 -0.15 0.021
C 1.70931 3.45987 -0.51845 -0.03 -0.65 0.04 0.006
N 1.64819 4.61618 -0.48065 0.01 0.12 0.05 0.002
```
Forces are in eV/Å.

## Properties
- Energy relative to the best compared isomer or geometry (same formula, charge and spin): 13.45 kcal per mole
- M: 669.73 g/mol
- DFT total energy: -84356.00831 eV
- <S²>: 2.005
- HOMO (spin up / spin down): -0.209 / -0.257 Eh
- 2S+1: 3
- HOMO-LUMO gap (spin up / spin down): 6.054 / 7.338 eV

---

Entry 4:
The following is a quantum chemistry calculation of a structure of composition C2H16O7Pd in a non-equilibrium geometry, from the OMol25 dataset.

Structure (XYZ):
```
26
Properties=species:S:1:pos:R:3:forces:R:3:lowdin_spin:R:1
Pd 17.17885 -6.90709 -21.78309 -0.15 1.50 -0.64 2.114
C 17.96703 -3.69366 -22.66467 0.59 -1.05 0.38 0.032
O 18.44971 -4.86032 -21.93316 -1.81 0.95 -0.83 0.550
H 18.85955 -3.19168 -23.03820 0.21 -0.14 -0.46 0.017
H 17.26438 -3.87989 -23.47688 0.34 -0.80 -0.51 0.005
H 17.42876 -2.86913 -22.19723 -0.06 -0.20 1.48 0.000
C 14.72011 -5.69712 -23.94601 0.26 -1.23 0.47 0.019
O 15.21116 -6.45819 -22.84082 0.19 1.04 -0.68 0.225
H 14.27926 -6.42254 -24.62976 -0.74 0.11 -0.29 0.003
H 13.99594 -4.91329 -23.72404 -0.52 -0.20 0.60 0.003
H 15.33987 -5.13615 -24.64553 1.44 0.05 0.52 0.003
O 13.56700 -4.79568 -20.86917 -0.63 0.38 0.28 0.008
H 14.12700 -4.05441 -21.09974 0.23 0.12 -0.01 0.001
H 14.01775 -5.55865 -21.23102 0.54 -0.56 -0.53 0.003
O 14.56477 -8.92885 -24.45217 -0.46 -0.65 -0.45 0.012
H 14.36101 -8.49581 -25.28114 0.14 -0.02 -0.26 0.000
H 14.74224 -8.21139 -23.84390 0.47 0.75 0.89 0.004
O 12.06627 -2.85611 -23.08708 -0.11 0.39 0.04 0.001
H 12.50210 -3.70553 -23.01806 0.12 -0.42 0.30 0.000
H 11.82078 -2.78659 -24.00965 -0.06 0.01 -0.22 0.000
O 11.60087 -7.13032 -25.28740 -0.19 0.19 -0.35 0.001
H 12.40108 -7.52079 -24.93607 0.29 -0.15 0.27 0.000
H 10.90549 -7.44961 -24.71231 -0.13 -0.07 0.16 0.000
O 16.02127 -4.77351 -27.08917 0.14 0.03 -0.47 0.001
H 15.77661 -5.41321 -26.42047 -0.01 -0.20 0.21 0.000
H 15.65084 -3.94754 -26.77806 -0.07 0.18 0.11 0.000
```
Forces are in eV/Å.

## Properties
- M: 258.56 g/mol
- DFT total energy: -20141.45448 eV
- Charge: -1
- <S²>: 3.763
- HOMO (spin up / spin down): -0.094 / -0.200 Eh
- 2S+1: 4
- HOMO-LUMO gap (spin up / spin down): 5.345 / 6.860 eV

---

Entry 5:
The following is a quantum chemistry calculation of a structure of composition C2H7O2PS in a non-equilibrium geometry, from the OMol25 dataset.

Structure (XYZ):
```
13
Properties=species:S:1:pos:R:3:forces:R:3:nbo_charge:R:1
C -1.58937 -2.18707 -0.08750 -0.39 -0.13 1.93 0.332
C 0.77433 2.15422 0.29649 1.25 1.77 2.06 -0.281
O -0.51496 -1.86336 -0.47932 1.26 -0.34 -0.33 -0.548
O 0.73377 1.43246 -0.90830 -0.83 -0.51 -0.89 -0.809
P -0.50374 0.50026 -1.44617 -0.94 1.73 1.39 1.071
S -2.07272 0.89800 -0.29054 1.33 -0.20 -1.17 -0.592
H -1.80746 -2.30776 1.00072 0.23 -0.11 -0.29 0.109
H 2.78945 -1.69863 0.59864 -1.86 0.04 -1.69 -0.011
H -2.43737 -2.32135 -0.71173 -0.96 -0.22 -1.09 0.119
H 0.73774 1.41674 1.13911 0.36 0.68 -0.56 0.195
H -0.07378 2.88715 0.54620 0.97 -1.10 -1.11 0.207
H 1.79598 2.77892 0.29958 -2.29 -1.58 0.04 0.200
H 2.16814 -1.68957 0.04283 1.86 -0.03 1.71 0.009
```
Forces are in eV/Å.

## Properties
- Energy relative to the best compared isomer or geometry (same formula, charge and spin): 54.89 kcal per mole
- M: 126.12 g/mol
- DFT total energy: -26404.35726 eV
- HOMO: -0.336 Eh
- HOMO-LUMO gap: 8.358 eV

---

Entry 6:
The following is a quantum chemistry calculation of a structure of composition C43H37F4InN7O2 in a non-equilibrium geometry, from the OMol25 dataset.

Structure (XYZ):
```
94
Properties=species:S:1:pos:R:3:forces:R:3:lowdin_charge:R:1
In 0.05354 1.40039 0.65717 -0.20 1.25 -0.64 1.187
C 4.47236 1.49643 3.25809 -0.07 0.06 0.00 -0.041
C 3.24516 1.01607 2.47767 -0.01 -0.30 0.12 -0.383
C 2.52261 -0.11429 3.22856 -0.02 0.12 -0.10 -0.054
C 3.63399 0.57230 1.08571 0.14 0.15 0.19 -0.147
C 4.49977 -0.48711 0.90434 -0.05 0.02 0.16 -0.021
C 4.90629 -0.86053 -0.36957 0.00 -0.09 -0.01 -0.022
C 4.43961 -0.17937 -1.48360 -0.11 0.10 -0.15 -0.019
C 3.54653 0.87174 -1.36443 0.06 0.12 -0.15 -0.123
C 3.01069 1.53112 -2.61842 0.18 -0.11 -0.12 -0.362
C 2.37697 0.50605 -3.56670 -0.05 0.04 0.12 -0.052
C 4.12989 2.31233 -3.31919 -0.07 0.04 0.04 -0.038
C 3.15491 1.27453 -0.05520 0.05 0.60 -0.07 -0.220
N 2.24776 2.28799 0.15699 -0.38 -0.99 0.31 0.056
C 2.29647 3.52399 -0.42484 0.43 -0.01 0.11 -0.459
O 3.33018 4.06292 -0.76325 -0.02 0.00 -0.09 0.117
C 0.99806 4.26493 -0.51588 0.20 0.15 -0.14 -0.178
C 0.93890 5.53398 -1.06164 -0.06 0.13 -0.02 0.046
C -0.30343 6.15199 -1.15024 -0.02 -0.13 0.02 0.010
C -1.43080 5.48709 -0.68309 0.09 0.14 0.02 0.048
C -1.26650 4.21549 -0.16176 -0.26 0.12 -0.11 -0.186
N -0.08456 3.63416 -0.09810 0.10 -0.48 0.14 0.061
C -2.45088 3.40971 0.27403 -0.42 -0.32 0.41 -0.472
O -3.51956 3.95527 0.44975 -0.07 0.04 -0.24 0.116
N -2.24595 2.07775 0.52794 1.34 -0.47 -0.13 0.032
C -3.17453 1.08132 0.24160 -0.41 -0.16 0.15 -0.184
C -3.88953 1.05440 -0.98042 0.21 0.13 0.05 -0.115
C -4.88438 0.10054 -1.13582 0.00 -0.04 -0.04 -0.023
C -5.12275 -0.86118 -0.16873 0.01 -0.04 -0.05 -0.042
C -4.34863 -0.89282 0.98057 0.03 -0.10 0.02 -0.029
C -3.37582 0.06463 1.20575 -0.01 0.39 0.11 -0.141
C -2.54839 0.02698 2.47540 -0.16 -0.38 -0.04 -0.394
C -1.58293 -1.16615 2.40173 0.04 0.23 0.03 -0.081
C -3.42066 -0.04879 3.72981 0.06 0.08 0.00 -0.046
C -3.58266 1.99021 -2.13334 -0.29 0.00 -0.09 -0.367
C -4.72193 2.99422 -2.35354 0.13 0.00 0.04 -0.043
C -3.31400 1.19934 -3.42026 0.10 0.07 0.07 -0.056
H 4.17496 1.83652 4.25185 0.03 -0.01 -0.03 0.088
H 4.95937 2.32489 2.74251 0.02 -0.02 0.02 0.092
H 5.19841 0.69006 3.37754 -0.01 0.03 0.00 0.083
H 2.56285 1.86105 2.39072 0.01 0.03 -0.02 0.105
H 3.21085 -0.92781 3.46582 -0.04 -0.02 -0.03 0.087
H 1.70294 -0.53085 2.63049 0.04 -0.01 0.08 0.041
H 2.11083 0.26059 4.16708 0.01 -0.04 0.00 0.089
H 4.88376 -1.02448 1.76401 -0.02 0.04 -0.02 0.122
H 5.58874 -1.69254 -0.49597 0.01 0.05 0.01 0.118
H 4.76845 -0.48902 -2.46821 -0.03 0.01 0.03 0.121
H 2.22838 2.23922 -2.34750 -0.04 0.00 0.01 0.116
H 3.10295 -0.22705 -3.92054 -0.03 0.02 -0.01 0.079
H 1.96379 1.01702 -4.43747 0.02 -0.03 0.00 0.088
H 1.56493 -0.03381 -3.07338 0.02 -0.02 -0.06 0.057
H 4.95567 1.64933 -3.58471 -0.04 0.01 -0.04 0.085
H 4.50935 3.09778 -2.66766 0.04 -0.01 -0.03 0.074
H 3.75013 2.77255 -4.23345 0.03 -0.03 0.01 0.089
H 1.85042 5.99989 -1.40644 0.00 0.01 0.00 0.132
H -0.39526 7.13473 -1.59352 0.02 0.00 0.05 0.125
H -2.42193 5.91584 -0.71706 0.01 0.01 -0.01 0.134
H -5.47730 0.09556 -2.04246 0.04 0.00 0.01 0.118
H -5.89843 -1.60072 -0.32119 -0.01 0.03 0.02 0.113
H -4.53402 -1.66119 1.72235 0.03 0.03 -0.01 0.116
H -1.96491 0.94635 2.53694 -0.06 0.05 0.04 0.084
H -2.13985 -2.10532 2.39024 0.01 -0.01 -0.02 0.089
H -0.90560 -1.17735 3.25873 0.01 -0.04 -0.03 0.088
H -0.97743 -1.12830 1.48470 -0.07 -0.06 0.10 0.026
H -3.95471 -0.99908 3.78243 0.01 0.02 0.01 0.079
H -4.15880 0.75353 3.73254 0.02 -0.01 0.04 0.094
H -2.80636 0.04172 4.62769 -0.03 -0.03 -0.01 0.086
H -2.67112 2.54843 -1.90767 0.01 -0.01 0.03 0.115
H -5.65053 2.47073 -2.59037 0.03 0.01 -0.03 0.085
H -4.47994 3.65576 -3.18805 -0.05 -0.01 0.01 0.086
H -4.88564 3.59691 -1.46193 -0.05 0.00 -0.02 0.070
H -4.22139 0.71820 -3.78703 0.03 -0.02 0.01 0.079
H -2.55721 0.42837 -3.25958 -0.02 -0.01 -0.04 0.081
H -2.95813 1.87348 -4.20149 -0.02 -0.03 0.00 0.084
F 0.77015 -2.87867 1.68791 0.14 0.05 -0.03 0.119
C 0.42697 -4.01415 1.09048 -0.01 -0.01 -0.13 -0.134
C 0.00272 -5.03304 1.84463 -0.09 -0.09 -0.07 -0.130
F -0.08027 -4.86150 3.14792 0.02 -0.04 0.10 0.158
C -0.36655 -6.31798 1.27320 -0.02 0.01 -0.04 -0.005
C -0.24610 -6.40004 -0.17361 0.01 0.01 0.11 -0.129
C 0.17799 -5.37420 -0.92224 0.08 0.08 0.05 -0.135
F 0.23712 -5.51630 -2.23389 0.03 0.02 -0.09 0.156
C 0.54689 -4.09756 -0.34885 0.02 0.07 0.00 0.002
C 0.95997 -3.04546 -1.11186 0.09 0.11 -0.10 -0.095
C 1.19511 -1.73492 -0.58231 -0.03 -0.20 -0.07 -0.080
N 1.35651 -0.64500 -0.25310 -0.50 -0.17 0.04 0.178
C 1.17517 -3.10440 -2.53058 -0.03 0.08 -0.04 -0.161
N 1.37858 -3.04764 -3.66045 0.00 0.00 0.12 0.228
F -0.59059 -7.51995 -0.77194 -0.02 -0.10 -0.01 0.166
C -0.80109 -7.35705 2.02781 -0.08 -0.18 0.20 -0.101
C -0.98414 -7.27368 3.45129 -0.04 0.03 0.01 -0.148
N -1.18052 -7.24262 4.58273 0.04 -0.05 -0.09 0.231
C -1.13651 -8.64761 1.49480 0.01 -0.03 0.00 -0.147
N -1.40538 -9.70686 1.14100 0.00 0.07 0.04 0.236
```
Forces are in eV/Å.

## Properties
- Energy relative to the best compared isomer or geometry (same formula, charge and spin): 42.96 kcal per mole
- M: 874.63 g/mol
- DFT total energy: -75750.74940 eV
- Charge: +1
- HOMO (spin up / spin down): -0.388 / -0.394 Eh
- HOMO-LUMO gap (spin up / spin down): 4.708 / 4.856 eV